{"formula": "C3H4O2S", "method": "wB97M-V/def2-TZVPD", "smiles": "CC(=O)C(=O)S", "multiplicity": 1, "symbols": ["C", "C", "O", "C", "O", "S", "H", "H", "H", "H"], "xyz": [[-0.87935, 1.08886, -0.54437], [0.33632, 0.18630, 0.05900], [1.51941, 0.62636, 0.10208], [0.04255, -1.17782, 0.37564], [-1.03486, -1.67848, -0.06330], [1.38684, -1.96904, 1.18404], [-1.12505, 0.44576, -1.38732], [-0.48219, 2.15831, -0.74523], [-1.86168, 1.17507, 0.02132], [2.09801, -0.85533, 0.99814]], "nbo_charge": [-0.71, 0.50, -0.52, 0.25, -0.51, 0.05, 0.25, 0.24, 0.25, 0.19]}

=====

{"formula": "C2H5NO2S", "method": "wB97M-V/def2-TZVPD", "smiles": "O=C(CO)NS", "multiplicity": 1, "symbols": ["O", "C", "C", "O", "N", "S", "H", "H", "H", "H", "H"], "xyz": [[-0.69709, -0.76615, 0.85850], [0.08161, -0.45109, -0.03436], [0.82085, -1.50724, -0.79594], [0.50655, -2.69762, -0.20619], [0.26032, 0.86888, -0.36037], [-0.58553, 2.18003, 0.27196], [1.90038, -1.34309, -0.81103], [0.49119, -1.44923, -1.88254], [0.03952, -2.44802, 0.58554], [0.89404, 1.08847, -1.14729], [0.33064, 2.64931, 1.18987]], "nbo_charge": [-0.60, 0.64, -0.15, -0.70, -0.78, 0.22, 0.19, 0.19, 0.49, 0.40, 0.11]}

=====

{"formula": "C5H10O2", "method": "wB97M-V/def2-TZVPD", "smiles": "CC[C@@H](O)CC=O", "multiplicity": 1, "symbols": ["C", "C", "C", "O", "C", "C", "O", "H", "H", "H", "H", "H", "H", "H", "H", "H", "H"], "xyz": [[0.56254, 2.35206, 0.34642], [0.97483, 0.94094, -0.08560], [-0.06680, -0.10440, 0.33907], [-1.31129, 0.40329, -0.07912], [0.16431, -1.50964, -0.27106], [-1.07681, -2.36927, -0.42044], [-2.18616, -2.09728, -0.01046], [1.18743, 3.11161, -0.13467], [-0.47603, 2.53350, 0.06207], [0.64283, 2.48793, 1.43096], [1.06091, 0.91582, -1.17976], [1.96310, 0.69039, 0.32317], [-0.02901, -0.19498, 1.43973], [-1.96635, -0.28343, 0.12382], [0.86724, -2.10279, 0.33435], [0.62555, -1.44217, -1.26672], [-0.93629, -3.33158, -0.95176]], "nbo_charge": [-0.61, -0.40, 0.10, -0.74, -0.54, 0.46, -0.55, 0.21, 0.23, 0.20, 0.20, 0.20, 0.15, 0.49, 0.24, 0.23, 0.12]}

=====

{"formula": "C2H7NS", "method": "wB97M-V/def2-TZVPD", "smiles": "C=CN.S", "multiplicity": 1, "symbols": ["C", "C", "N", "H", "H", "H", "H", "H", "S", "H", "H"], "xyz": [[-1.58663, 0.01321, -0.30923], [-0.75246, 1.03105, -0.10386], [0.23794, 1.44092, -0.97196], [-2.42039, -0.16639, 0.35005], [-1.74048, -0.38007, -1.31181], [-0.96616, 1.71125, 0.71076], [0.21885, 1.01147, -1.88319], [0.48023, 2.41618, -0.94902], [1.93154, -1.99898, 1.03401], [3.08421, -2.00732, 1.71318], [1.51334, -3.07132, 1.72107]], "nbo_charge": [-0.55, 0.03, -0.81, 0.20, 0.19, 0.19, 0.38, 0.38, -0.28, 0.14, 0.14]}

=====

Summary of ΔE to the lowest compared entry with this formula, charge and spin in kcal per mole
31.8, 15.6, 30.7, 19.2
(order as listed above)
Summary of M in g/mol
104.130, 107.134, 102.133, 77.152
(order as listed above)
Summary of Kohn-Sham gap in eV
9.06, 10.47, 10.99, 9.19
(order as listed above)